(1)
ORCA calculation (ωB97M-V/def2-TZVPD) on C34H36N4S4Sb3Ti as an isolated structure at a distorted geometry.

Computed properties:
* total charge: -1
* gap between HOMO and LUMO (spin up / spin down): 5.144 / 5.126 eV

XYZ file:
```
82
Properties=species:S:1:pos:R:3:lowdin_charge:R:1
Ti 1.848 1.067 1.034 0.45
C -2.629 1.526 1.648 -0.32
Sb -1.753 1.116 -0.263 1.31
C -1.280 3.150 -0.769 -0.33
C -3.729 1.305 -1.264 -0.34
C -4.387 -0.025 -1.471 -0.30
C -5.070 -0.624 -0.412 -0.06
C -5.608 -1.898 -0.510 -0.10
C -5.478 -2.604 -1.695 -0.10
C -4.833 -2.010 -2.770 -0.07
C -4.294 -0.727 -2.688 -0.30
C -3.643 -0.132 -3.905 -0.34
Sb -1.493 0.146 -3.731 1.30
C -1.147 -1.760 -2.803 -0.33
C -1.007 -0.606 -5.686 -0.35
H -2.767 2.602 1.754 0.01
H -1.994 1.163 2.454 -0.01
H -3.594 1.023 1.703 -0.02
H -2.056 3.807 -0.372 0.01
H -1.246 3.233 -1.855 -0.01
H -0.312 3.452 -0.370 -0.04
H -3.573 1.841 -2.199 0.03
H -4.309 1.940 -0.592 0.06
H -5.178 -0.072 0.515 0.10
H -6.124 -2.334 0.337 0.10
H -5.884 -3.603 -1.791 0.09
H -4.749 -2.548 -3.708 0.11
H -4.061 0.855 -4.117 0.05
H -3.819 -0.768 -4.773 0.05
H -1.472 -2.554 -3.477 0.01
H -1.697 -1.831 -1.866 -0.02
H -0.079 -1.863 -2.601 -0.02
H -1.785 -1.293 -6.020 -0.01
H -0.062 -1.144 -5.612 -0.01
H -0.894 0.198 -6.413 -0.01
S 5.357 0.801 -1.381 -0.26
Sb 4.857 3.051 -1.483 0.20
S 3.578 2.486 1.948 0.08
S 2.649 3.243 0.242 -0.05
S 3.509 3.466 -3.322 -0.36
C 0.586 3.851 3.852 -0.06
C 0.482 3.430 2.573 -0.20
N 0.582 2.109 2.210 -0.10
C 0.750 1.183 3.221 -0.24
C 0.901 1.583 4.599 -0.17
C 0.821 2.901 4.898 -0.02
C 1.083 0.521 5.585 -0.02
C 1.044 -0.777 5.253 -0.03
C 0.826 -1.209 3.874 -0.18
C 0.676 -2.497 3.483 -0.03
C 0.418 -2.803 2.099 -0.07
C 0.381 -1.793 1.199 -0.15
N 0.571 -0.483 1.534 -0.07
C 0.730 -0.171 2.871 -0.22
H 0.517 4.908 4.068 0.10
H 0.346 4.121 1.754 0.08
H 0.916 3.230 5.926 0.11
H 1.223 0.819 6.618 0.11
H 1.151 -1.544 6.011 0.11
H 0.727 -3.295 4.215 0.11
H 0.263 -3.822 1.774 0.09
H 0.212 -1.973 0.143 0.10
C 2.079 0.469 -3.349 -0.13
C 2.628 -0.784 -3.419 -0.06
C 2.986 -1.431 -2.234 -0.05
C 2.747 -0.808 -1.038 -0.30
N 2.099 0.384 -0.963 -0.02
C 1.820 1.022 -2.092 -0.24
C 3.324 -1.331 0.248 -0.24
C 3.941 -2.562 0.350 0.00
C 4.511 -2.929 1.560 -0.04
C 4.460 -2.054 2.628 -0.04
C 3.830 -0.833 2.444 -0.11
N 3.274 -0.491 1.289 -0.01
H 1.886 1.073 -4.223 0.09
H 2.855 -1.239 -4.375 0.11
H 3.516 -2.370 -2.267 0.11
H 1.393 2.011 -2.009 0.06
H 3.984 -3.225 -0.500 0.11
H 5.000 -3.891 1.654 0.11
H 4.899 -2.291 3.587 0.11
H 3.772 -0.089 3.229 0.11
```

(2)
ORCA calculation (ωB97M-V/def2-TZVPD) on C3H6ClNS as an isolated structure at a distorted geometry.

Computed properties:
* gap between HOMO and LUMO (spin up / spin down): 7.404 / 7.372 eV

XYZ file:
```
12
Properties=species:S:1:pos:R:3:lowdin_charge:R:1
C 0.116 0.274 0.756 -0.60
C 2.355 0.585 1.309 -0.10
C -2.817 -0.588 -1.475 -0.71
N 1.362 0.345 0.326 -0.16
S -1.473 0.092 0.415 0.76
Cl -3.681 -2.099 -1.025 0.40
H 1.939 0.451 2.290 0.09
H 3.125 -0.121 1.038 0.08
H 2.764 1.551 1.048 0.08
H -1.889 -0.733 -2.144 0.01
H -3.493 0.163 -1.893 -0.01
H 1.693 0.080 -0.645 0.17
```

(3)
ORCA calculation (ωB97M-V/def2-TZVPD) on C25H25BrN3O7V as an isolated structure at a distorted geometry.

Computed properties:
* total charge: +1
* 2S+1: 2
* gap between HOMO and LUMO (spin up / spin down): 7.158 / 5.259 eV

XYZ file:
```
62
Properties=species:S:1:pos:R:3:lowdin_charge:R:1
V 0.212 0.566 -0.132 1.01
C 0.769 2.533 2.379 -0.04
O 0.296 1.206 2.133 -0.24
C -1.056 1.001 2.514 -0.18
C -1.298 -0.472 2.350 -0.12
O -0.884 -0.830 1.018 -0.27
C -0.931 -2.260 0.747 -0.12
C 0.209 -3.001 1.373 -0.21
O 1.392 -2.475 0.843 -0.18
C 2.558 -3.005 1.454 -0.06
H 0.711 2.759 3.443 0.10
H 1.803 2.565 2.049 0.10
H 0.179 3.262 1.816 0.10
H -1.234 1.258 3.562 0.15
H -1.720 1.612 1.894 0.13
H -0.712 -1.046 3.065 0.14
H -2.357 -0.700 2.482 0.15
H -1.890 -2.646 1.096 0.14
H -0.878 -2.353 -0.336 0.14
H 0.192 -2.923 2.468 0.13
H 0.083 -4.061 1.118 0.15
H 2.558 -4.098 1.418 0.10
H 3.415 -2.633 0.898 0.09
H 2.633 -2.679 2.496 0.10
O -3.174 7.062 -1.949 0.10
N -2.063 6.605 -2.048 -0.33
O -1.076 7.236 -2.358 0.09
C -1.899 5.132 -1.784 -0.04
C -3.036 4.439 -1.727 0.08
C -3.017 3.022 -1.473 -0.12
C -4.169 2.239 -1.495 0.02
C -4.051 0.883 -1.280 -0.02
C -2.807 0.349 -0.986 -0.08
N -1.687 1.078 -0.907 0.02
C -1.797 2.407 -1.211 -0.14
C -0.581 3.161 -1.271 -0.13
N 0.557 2.446 -1.014 0.03
C 1.719 3.083 -1.157 -0.07
C 1.800 4.415 -1.524 -0.01
C 0.660 5.153 -1.734 0.02
C -0.586 4.526 -1.605 -0.05
H -3.977 4.949 -1.881 0.14
H -5.133 2.693 -1.692 0.13
H -4.911 0.228 -1.322 0.12
H -2.703 -0.710 -0.795 0.11
H 2.617 2.514 -0.963 0.12
H 2.775 4.870 -1.635 0.12
H 0.724 6.192 -2.004 0.11
Br 7.213 0.720 1.912 0.77
C 6.233 0.327 0.353 -0.69
C 6.908 0.076 -0.832 -0.11
C 6.184 -0.221 -1.979 -0.05
C 4.800 -0.262 -1.940 0.00
C 4.139 0.002 -0.747 -0.15
C 4.851 0.299 0.410 -0.07
C 2.654 0.005 -0.746 -0.57
O 1.978 -0.422 -1.686 0.05
O 2.053 0.545 0.289 -0.17
H 7.988 0.113 -0.856 0.11
H 6.709 -0.420 -2.904 0.11
H 4.220 -0.495 -2.824 0.12
H 4.327 0.497 1.335 0.11
```

(4)
ORCA calculation (ωB97M-V/def2-TZVPD) on one molecule with the formula C7H14N2 at a distorted geometry.

Computed properties:
* SMILES: C[C@@H]1N[C@@]1(C)/C=C/CN
* gap between HOMO and LUMO: 8.981 eV

XYZ file:
```
23
Properties=species:S:1:pos:R:3:lowdin_charge:R:1
C -1.012 0.204 -0.391 -0.46
C 0.159 1.346 -0.222 -0.28
C 1.447 -2.152 0.549 -0.28
C -2.392 0.478 0.160 -0.03
C -0.093 2.595 0.572 -0.06
N -0.557 1.121 -1.439 0.05
N 2.426 -1.532 -0.343 0.00
C 0.194 -1.325 0.538 -0.10
C -0.632 -1.212 -0.526 -0.04
H 0.000 0.666 -2.156 0.10
H 1.180 0.978 -0.181 0.12
H 2.113 -1.603 -1.304 0.06
H 3.313 -2.019 -0.289 0.06
H 0.015 -0.868 1.501 0.12
H 1.880 -2.190 1.549 0.10
H 1.187 -3.183 0.256 0.11
H -0.496 -1.704 -1.484 0.11
H -2.842 1.343 -0.311 0.07
H -2.359 0.653 1.224 0.07
H -3.068 -0.353 -0.029 0.08
H -0.156 2.379 1.640 0.07
H -1.022 3.072 0.270 0.07
H 0.716 3.306 0.414 0.07
```

Short version: ΔE to the lowest compared entry with this formula, charge and spin = 112.6; 415.0; 0.0; 316.1 kJ/mol, in the order given.